DFT (ωB97M-V/def2-TZVPD) results for a structure of composition C39H88MnN11O11 at a distorted geometry.

Geometry as XYZ:
```
150
Properties=species:S:1:pos:R:3
Mn -14.58996 43.59060 -12.30279
C -11.16169 41.77718 -12.67206
C -10.73665 42.45370 -11.34063
C -9.31870 42.90307 -11.63246
C -8.76106 43.74635 -10.54391
C -9.65079 44.94712 -10.32195
C -11.10757 44.62508 -9.98116
N -11.56710 43.57620 -10.96061
O -12.92283 43.24681 -10.92222
C -11.95534 45.87756 -10.24195
C -11.22303 44.14267 -8.53787
C -10.69451 41.31325 -10.31924
H -10.38025 41.15924 -13.11343
H -11.30656 42.58234 -13.40288
H -12.10576 41.24167 -12.58908
H -9.35500 43.58249 -12.49257
H -8.67227 42.03647 -11.78077
H -7.83072 44.20480 -10.90438
H -8.49912 43.21033 -9.62831
H -9.53552 45.61679 -11.17815
H -9.17052 45.42689 -9.46010
H -12.00035 45.95058 -11.32910
H -11.42846 46.73911 -9.82963
H -12.97785 45.74870 -9.89956
H -10.45176 43.41196 -8.28360
H -12.14525 43.58914 -8.33318
H -11.24763 44.93586 -7.78824
H -10.08879 41.44891 -9.41665
H -10.29611 40.36793 -10.71051
H -11.68366 41.01896 -9.96290
C -7.11700 41.62497 -19.07367
C -7.25674 41.58114 -17.56604
O -6.47161 40.97520 -16.86666
N -8.20831 42.41630 -17.05624
C -8.61939 42.35403 -15.66583
H -6.33270 40.97382 -19.44682
H -7.05230 42.61686 -19.52082
H -8.03217 41.20665 -19.51255
H -8.58440 43.17147 -17.59645
H -9.59849 41.89028 -15.55495
H -8.57152 43.38716 -15.29516
H -7.95305 41.94853 -14.90411
C -5.53820 46.24621 -9.99003
C -6.22105 47.28108 -10.81270
O -6.54272 48.33659 -10.28230
N -6.42615 46.98265 -12.12232
C -7.38567 47.77163 -12.88137
H -5.84382 46.19426 -8.94529
H -4.45119 46.33722 -9.92192
H -5.67954 45.19331 -10.27342
H -6.20381 46.02236 -12.31941
H -8.30260 47.84830 -12.29436
H -7.47272 47.33229 -13.87170
H -7.02538 48.79184 -13.01200
C -3.41834 39.86901 -8.39730
C -4.86420 39.64335 -8.80808
O -5.36415 38.53796 -8.66816
N -5.53485 40.71050 -9.26406
C -6.89710 40.53318 -9.80296
H -3.16871 40.93893 -8.43824
H -2.81403 39.34432 -9.13338
H -3.16558 39.68316 -7.35625
H -5.13553 41.62755 -9.27364
H -7.64529 40.36277 -9.03817
H -6.90442 39.84932 -10.64840
H -6.99438 41.50080 -10.30178
C -5.02296 43.58045 -4.77117
C -6.32621 44.27298 -5.00176
O -7.06231 44.53448 -4.06143
N -6.64379 44.54114 -6.28604
C -7.76904 45.31350 -6.72846
H -4.77750 43.04196 -5.69601
H -5.12655 42.82791 -3.99506
H -4.17124 44.22554 -4.56749
H -6.03876 44.16069 -6.98997
H -8.46610 44.80426 -7.40534
H -7.46403 46.13267 -7.38773
H -8.46625 45.77071 -6.03214
C -11.66203 38.46304 -8.31308
C -11.19488 37.01666 -8.30223
O -11.90012 36.15218 -7.80776
N -9.97893 36.78163 -8.84757
C -9.27863 35.49421 -8.79518
H -12.67580 38.47719 -7.91820
H -11.69641 38.68741 -9.38122
H -11.09918 39.14714 -7.68146
H -9.38653 37.59786 -8.83938
H -9.04754 35.19534 -9.81414
H -9.78602 34.76853 -8.17054
H -8.32328 35.70677 -8.30912
C -11.90451 45.19030 -4.47773
C -13.27418 44.62023 -4.77461
O -13.78331 43.79418 -4.02579
N -13.95529 44.91484 -5.92191
C -13.62092 46.09754 -6.74748
H -11.40391 45.61165 -5.34042
H -11.29483 44.50350 -3.88964
H -12.04791 45.90664 -3.65875
H -14.94540 44.76561 -5.80915
H -12.58378 46.31978 -6.94790
H -14.21477 46.94738 -6.40430
H -14.07596 45.83693 -7.70711
C -16.59663 40.10732 -13.26428
C -15.37395 40.52881 -12.47298
O -14.73361 41.55328 -12.76773
N -14.94396 39.65451 -11.58027
C -13.74860 39.84985 -10.76824
H -17.42305 39.98293 -12.56178
H -16.33560 39.15458 -13.72319
H -16.89321 40.84270 -14.00362
H -15.46942 38.80675 -11.44537
H -13.77787 39.17948 -9.91004
H -13.67389 40.88906 -10.45132
H -12.88223 39.50800 -11.33751
C -14.05537 47.75230 -12.75602
C -14.81370 46.95573 -11.70622
O -14.84833 45.72068 -11.73019
N -15.38691 47.65754 -10.74161
C -16.20583 47.10961 -9.68975
H -14.53428 47.67772 -13.74215
H -13.08493 47.29129 -12.90774
H -14.09713 48.83996 -12.68160
H -15.35924 48.65950 -10.83831
H -16.12361 47.74470 -8.80862
H -15.89879 46.09947 -9.43886
H -17.25770 47.11480 -9.98687
C -13.25501 42.61031 -15.66866
C -12.77203 43.83618 -14.88871
O -13.47226 44.32453 -13.98637
N -11.54419 44.27733 -15.14894
C -10.90091 45.41141 -14.52481
H -12.33808 42.10870 -15.99615
H -13.80920 42.88446 -16.56193
H -13.74537 41.91713 -14.99348
H -11.06813 43.79601 -15.89534
H -10.80115 46.23632 -15.23120
H -9.89659 45.28027 -14.11577
H -11.51011 45.64112 -13.65107
C -18.19233 42.17501 -10.15096
C -16.74888 42.61620 -9.93713
O -16.04534 43.15407 -10.78689
N -16.29726 42.35856 -8.70179
C -15.03019 42.91638 -8.28364
H -18.95288 42.59919 -9.49665
H -18.21477 41.10146 -9.95644
H -18.46531 42.43348 -11.17325
H -16.96722 42.15292 -7.98261
H -14.85055 43.94165 -8.61297
H -14.11576 42.39304 -8.56850
H -15.03082 42.94120 -7.19169
```

## Properties
LUMO energy (alpha / beta): -2.0 / -2.1 eV
<S²>: 8.754
calculated total energy: -112101.9492 eV
orbital gap (alpha / beta): 6.40 / 6.34 eV
ΔE to the lowest compared entry with this formula, charge and spin: 0.000 eV
spin multiplicity: 6
net charge: +1


DFT (ωB97M-V/def2-TZVPD) results for a structure of composition C39H89AsBF6MgN3O30 at a distorted geometry.

Geometry as XYZ:
```
170
Properties=species:S:1:pos:R:3
Mg 11.76750 8.05234 16.71609
O 13.24022 7.04121 15.79818
C 14.33872 6.70007 15.36553
O 14.88999 5.45885 15.61006
B 16.28273 5.47740 15.07531
O 16.50946 6.75511 14.40687
C 15.35737 7.47156 14.43470
O 15.12623 8.56617 13.96800
O 16.36364 4.36877 14.06245
C 17.33240 3.54383 14.31828
O 17.70946 2.57290 13.71487
C 17.96352 4.05272 15.63317
O 17.33120 5.11638 16.03343
O 18.87911 3.45564 16.21038
As 10.41783 7.51260 13.39524
F 10.08246 6.95183 11.67559
F 8.86710 6.88566 14.06501
F 10.78949 7.98522 15.07605
F 12.06256 8.20648 12.95998
F 9.83320 9.19753 13.01435
F 11.17251 5.92520 13.73240
C 21.47812 4.88551 16.77183
N 20.99037 5.04084 18.19384
O 20.52118 4.01528 18.72488
O 21.24098 6.12797 18.75887
H 21.05704 5.75640 16.26949
H 21.15207 3.93651 16.34618
H 22.56303 4.97103 16.83320
C 16.88490 10.32237 12.06278
N 17.65828 10.76500 10.85220
O 17.05991 10.78594 9.78453
O 18.86258 10.94046 10.97924
H 16.68101 9.25175 12.07958
H 15.90004 10.78364 11.98934
H 17.37445 10.79293 12.91543
C 17.68411 6.79227 19.13673
N 16.52175 7.16697 18.20243
O 15.49960 6.48086 18.30348
O 16.72080 8.00909 17.32192
H 18.28930 7.62216 19.50159
H 18.26409 6.06470 18.56897
H 17.19782 6.30984 19.98461
C 10.87934 5.18558 16.55560
O 10.90649 6.41468 17.27442
C 9.65159 6.57612 17.88402
C 9.49669 7.99944 18.39209
O 10.22155 8.89935 17.55145
C 10.09095 10.31372 17.86460
H 11.88744 4.94590 16.21740
H 10.16348 5.33294 15.74692
H 10.47007 4.38600 17.17307
H 9.50022 5.87530 18.70502
H 8.89614 6.49363 17.10263
H 9.81444 7.98787 19.43469
H 8.43037 8.22323 18.42313
H 10.00093 11.00097 17.02336
H 10.92598 10.81684 18.35217
H 9.22838 10.51240 18.50067
C 24.00920 -0.71972 20.58191
O 22.73681 -0.74162 19.88542
C 22.16402 0.54881 19.66682
C 21.01488 0.48229 18.67417
O 21.36532 0.08952 17.33752
C 20.28540 0.11939 16.45873
H 23.92492 -0.31609 21.59091
H 24.87893 -0.32974 20.05315
H 24.21780 -1.77415 20.76291
H 22.97143 1.21957 19.37311
H 21.71628 0.98969 20.55747
H 20.46199 1.41391 18.55372
H 20.25762 -0.20429 19.05266
H 20.71133 -0.07582 15.47457
H 19.74320 1.06458 16.43157
H 19.58668 -0.68587 16.68557
C 14.86711 8.44934 9.19267
O 14.05505 7.29366 9.36641
C 14.18802 6.59765 10.58810
C 15.47664 5.77696 10.70487
O 15.45805 4.74371 9.75290
C 16.47608 3.76653 9.89113
H 14.74102 8.90671 8.21134
H 15.91378 8.16475 9.30033
H 14.74306 9.08438 10.06984
H 13.34955 5.90318 10.53540
H 13.98442 7.32977 11.36954
H 15.58105 5.23463 11.64459
H 16.36816 6.39139 10.57939
H 16.41985 2.89761 9.23546
H 16.62996 3.41406 10.91102
H 17.42965 4.26707 9.72298
C 12.82535 7.53745 19.51330
O 12.75374 8.30080 18.29754
C 13.57867 9.52651 18.46539
C 13.67024 10.16656 17.00890
O 12.55426 9.66474 16.23414
C 12.25205 10.59048 15.11410
H 12.28186 7.85808 20.40206
H 13.86685 7.39011 19.79906
H 12.46270 6.52266 19.34965
H 14.51147 9.21524 18.93560
H 13.14054 10.21447 19.18848
H 14.62995 9.97925 16.52726
H 13.68024 11.23970 17.19952
H 12.84843 10.40084 14.22165
H 12.56473 11.59702 15.39195
H 11.17735 10.62657 14.93570
C 14.52215 0.28911 11.83534
O 13.42235 1.08592 12.18997
C 13.93772 2.22822 12.77756
C 12.95782 3.37308 13.18793
O 12.06236 2.97910 14.25614
C 10.92069 2.20200 13.80388
H 14.18330 -0.63012 11.35751
H 15.06982 -0.12889 12.67999
H 15.20617 0.74793 11.12140
H 14.51248 2.69115 11.97542
H 14.68592 2.00743 13.53884
H 12.38038 3.56751 12.28413
H 13.51403 4.28625 13.39974
H 10.34981 2.63559 12.98278
H 10.21950 2.10400 14.63263
H 11.31891 1.21899 13.55249
C 14.29114 1.40611 17.90108
O 13.72631 2.68450 18.18308
C 14.73017 3.67404 18.46188
C 15.51029 3.57891 19.74057
O 16.30950 2.36521 19.89357
C 17.34403 2.28408 18.94621
H 14.69343 0.85223 18.74931
H 14.96316 1.43003 17.04323
H 13.56676 0.69431 17.50522
H 14.11925 4.57587 18.50158
H 15.31737 3.87508 17.56584
H 14.84975 3.52488 20.60594
H 16.10702 4.48855 19.80807
H 16.99856 2.28847 17.91242
H 17.91647 1.36880 19.09681
H 18.10295 3.05070 19.10251
C 17.18536 -0.60002 14.65060
O 17.43410 -1.91963 14.12123
C 18.76366 -2.30104 14.26684
C 18.86649 -3.82911 13.76729
O 18.19466 -4.08553 12.61333
C 18.61752 -5.26321 11.81925
H 17.62614 0.10712 13.94790
H 17.60309 -0.33007 15.62050
H 16.12392 -0.35216 14.65528
H 19.17010 -2.31665 15.27810
H 19.43806 -1.66883 13.68926
H 18.38207 -4.45012 14.52080
H 19.92115 -4.10168 13.72847
H 19.00859 -6.06038 12.45145
H 19.52731 -5.08404 11.24628
H 17.86082 -5.55688 11.09176
C 21.46968 -2.14267 11.07305
O 21.08276 -0.78019 11.34731
C 21.56978 -0.23946 12.54332
C 20.92855 1.11133 12.78442
O 21.42835 2.09515 11.83377
C 20.44231 2.21166 10.76626
H 21.48555 -2.30716 9.99565
H 20.77988 -2.83931 11.54946
H 22.42114 -2.29070 11.58384
H 22.65251 -0.11652 12.51736
H 21.33589 -0.81471 13.43913
H 21.38813 1.32352 13.74975
H 19.85402 1.02914 12.94797
H 19.56190 2.60180 11.27691
H 20.13835 1.39046 10.11716
H 20.76611 2.95960 10.04248
```

## Properties
LUMO energy: -1.0 eV
calculated total energy: -191037.1944 eV
orbital gap: 7.81 eV


DFT (ωB97M-V/def2-TZVPD) results for a structure of composition C39H90AsCaF6N5O5 at a distorted geometry.

Geometry as XYZ:
```
147
Properties=species:S:1:pos:R:3
Ca 5.84594 0.49724 0.41819
As 0.48905 0.23321 1.02056
F 2.28802 0.07514 0.77224
F 0.75330 0.49426 2.80071
F -1.29230 0.34187 1.24941
F 0.27722 -0.16152 -0.69851
F 0.45447 -1.58102 1.50204
F 0.68215 2.03256 0.63393
C -1.20530 -6.71558 4.07881
C -1.56429 -7.88284 3.25606
C -2.29654 -7.50673 1.95821
C -1.36694 -6.92886 0.92058
C -0.34174 -8.02037 0.59555
C 0.60171 -8.42879 1.75471
N -0.28314 -8.67165 2.96192
O 0.29291 -9.41839 4.00591
C 1.64784 -7.35437 2.08155
C 1.32768 -9.73604 1.37987
C -2.54668 -8.83910 4.07430
H -0.73239 -6.92247 5.03884
H -2.12384 -6.18933 4.33853
H -0.69218 -5.89778 3.57284
H -3.16548 -6.87023 2.12536
H -2.76739 -8.33101 1.42252
H -1.02973 -5.93906 1.22828
H -1.84340 -6.74949 -0.04322
H 0.25523 -7.75201 -0.27607
H -0.93622 -8.89851 0.34353
H 2.28607 -7.06980 1.24502
H 2.29819 -7.67469 2.89551
H 1.24270 -6.38724 2.37920
H 0.56258 -10.51052 1.32572
H 2.00075 -10.08805 2.16164
H 1.84378 -9.73361 0.41980
H -2.81318 -9.69577 3.45526
H -3.43086 -8.26791 4.35726
H -2.11908 -9.13701 5.03163
C -3.42342 3.84714 4.27135
C -2.96209 4.64912 5.48807
C -1.46060 4.21755 5.79669
C -0.40520 4.79396 4.75877
C -0.53204 6.33132 4.61562
C -2.02204 6.93236 4.27677
N -3.03125 6.20494 5.19785
O -4.30590 6.74402 5.37905
C -2.49009 6.62409 2.74927
C -1.99469 8.39663 4.61344
C -3.71988 4.26055 6.81182
H -2.69910 3.90521 3.45892
H -4.36167 4.21952 3.86009
H -3.58388 2.81673 4.58853
H -1.39735 3.13504 5.68588
H -1.13213 4.50699 6.79492
H -0.54641 4.42111 3.74429
H 0.64574 4.66115 5.01564
H 0.29834 6.61103 3.96727
H -0.21870 6.84239 5.52596
H -2.37099 5.55087 2.60057
H -1.92636 7.27454 2.08051
H -3.52043 6.90428 2.53019
H -1.16975 8.99322 4.22401
H -1.94994 8.43176 5.70196
H -2.96734 8.86315 4.45729
H -3.41261 4.79761 7.70918
H -3.69380 3.18843 7.00673
H -4.78220 4.48888 6.89801
C 1.30013 -5.48427 -7.85652
C 1.14023 -3.96435 -7.60506
N 2.40419 -3.25433 -7.06985
C 2.01824 -1.78390 -6.85028
C 2.80966 -3.86013 -5.65359
C 1.58227 -3.99027 -4.68556
C 3.68094 -3.41690 -7.99171
C 3.41070 -3.26198 -9.46295
O 2.84110 -1.99167 -9.71591
C 2.57100 -1.66972 -11.11157
H 0.41695 -5.85919 -8.37377
H 1.29328 -6.04580 -6.92232
H 2.12404 -5.78554 -8.50344
H 0.23519 -3.71521 -7.05104
H 1.00614 -3.43270 -8.54711
H 2.93544 -1.25203 -6.59740
H 1.16032 -1.63429 -6.19478
H 1.68857 -1.36719 -7.80199
H 3.68330 -3.31794 -5.29182
H 3.18767 -4.84929 -5.91199
H 0.81782 -4.72323 -4.94341
H 1.12455 -3.02929 -4.45084
H 1.75470 -4.43753 -3.70661
H 3.98060 -4.46231 -7.91820
H 4.62922 -3.01794 -7.63158
H 2.77172 -4.03164 -9.89588
H 4.37805 -3.26314 -9.96528
H 3.53407 -1.41777 -11.55552
H 2.00044 -0.74255 -11.16557
H 2.01348 -2.44088 -11.64316
C -3.58587 5.69526 -6.45702
C -3.45705 5.55360 -4.94165
N -1.98683 5.77862 -4.45653
C -2.13275 5.61816 -2.96012
C -1.15291 4.60414 -5.12766
C 0.19683 4.40462 -4.53380
C -1.46301 7.15885 -4.81841
C -2.28417 8.38601 -4.35598
O -2.01176 8.53471 -2.95880
C -2.61620 9.64610 -2.33780
H -3.42630 6.69475 -6.86158
H -4.54499 5.30649 -6.79916
H -2.89200 5.05983 -7.00736
H -3.73032 4.59942 -4.49113
H -4.04839 6.27163 -4.37346
H -1.13563 5.78489 -2.55262
H -2.45931 4.60959 -2.70668
H -2.91050 6.23024 -2.50343
H -1.04836 4.86571 -6.18062
H -1.91916 3.83154 -5.06390
H 0.72884 5.35078 -4.63299
H 0.63027 3.46480 -4.87583
H 0.12105 4.25208 -3.45719
H -1.31143 7.00938 -5.88742
H -0.48162 7.18858 -4.34503
H -3.33879 8.25720 -4.59945
H -1.90547 9.31193 -4.78883
H -2.28603 10.55127 -2.84746
H -2.31888 9.82514 -1.30453
H -3.70457 9.65237 -2.39713
C 3.47963 -2.33202 8.18986
N 2.89948 -1.70416 6.89117
C 2.82198 -2.82819 5.84891
C 1.47280 -1.29145 7.21319
C 3.82939 -0.55786 6.34902
C 3.93393 0.84032 7.02457
O 4.56328 0.65358 8.32256
H 2.90240 -3.20258 8.50137
H 3.69424 -1.51396 8.87748
H 4.44875 -2.75558 7.92623
H 3.79618 -3.16601 5.49545
H 2.23384 -2.42862 5.02274
H 2.26096 -3.71577 6.14141
H 1.42631 -0.50433 7.96578
H 1.05871 -2.22580 7.59216
H 0.91263 -1.09906 6.29815
H 3.28027 -0.43028 5.41613
H 4.79638 -0.95920 6.04578
H 3.03185 1.45158 7.05142
H 4.60482 1.40941 6.38104
H 5.07030 1.43712 8.54750
```

## Properties
LUMO energy: -16.6 eV
calculated total energy: -155102.4563 eV
orbital gap: 2.33 eV
net charge: +6


Which value of calculated total energy does entry 1 give?
-112101.9492 eV


calculated total energy of number 1 (C39H88MnN11O11)?
-112101.9492 eV